Below is 9 unconnected molecules or ions with the total composition C50H52F3NO2, with properties calculated with wB97M-V/def2-TZVPD.

Geometry as XYZ:
```
108
Properties=species:S:1:pos:R:3:lowdin_charge:R:1
H -14.1620 -5.3947 4.1828 0.10
F -22.2506 -18.9932 13.7545 0.16
C -11.0634 -11.8797 15.2527 -0.09
C -10.7918 -10.7115 13.1498 -0.10
C -8.1651 -12.0632 26.5511 -0.11
C -6.7678 -12.4493 24.2689 -0.11
H -17.8167 -19.0048 13.0590 0.13
H -3.6012 -14.0879 13.7639 0.10
C -18.5536 -9.5876 18.7029 -0.08
H -10.0020 -5.1000 5.4075 0.09
C -12.0610 -5.0611 4.5884 -0.09
C -18.8729 -11.0196 7.6507 -0.09
C -20.2257 -11.2952 7.8780 -0.11
H -8.8581 -3.3982 22.7702 0.10
H -12.4973 -10.7902 11.7885 0.10
H -12.9219 -12.8680 15.5140 0.09
H -5.7634 -21.3364 18.2129 0.14
C -20.6914 -10.3954 5.7051 -0.08
C -12.3352 -12.2995 14.8076 -0.09
H -19.1052 -9.7996 17.7989 0.09
H -10.9131 -5.2592 7.8659 0.09
H -7.7314 -17.8841 19.7365 0.09
C -11.0604 -5.1793 5.6070 -0.07
H -6.3490 -6.4965 21.2003 0.10
H -16.3554 -8.6451 21.7217 0.10
C -12.8382 -5.4485 7.2474 -0.13
H -13.8384 -12.2705 13.3319 0.09
C -7.1953 -18.6070 19.1396 -0.12
F -21.6724 -18.4829 15.7615 0.17
H -6.6933 -17.3510 17.4009 0.09
F -22.1038 -16.9379 14.1710 0.15
C -18.0506 -8.1940 20.5999 -0.14
H -3.0733 -15.7920 9.2102 0.10
C -6.2261 -12.8891 25.4522 -0.09
H -17.2699 -11.4033 18.6091 0.09
C -7.0059 -12.7724 26.5832 -0.11
C -21.1849 -10.9619 6.9161 -0.08
H -10.3406 -6.1800 19.7408 0.09
H -6.7618 -4.6430 22.7802 0.10
O -19.7745 -18.8879 13.0853 -0.03
C -18.8813 -8.4997 19.5605 -0.09
C -9.5583 -5.8212 20.3932 -0.06
H -5.3277 -15.7491 10.2380 0.10
C -19.9934 -18.0874 14.1800 -0.28
H -1.0932 -15.1467 10.5868 0.10
H -20.4873 -11.8560 8.7632 0.09
C -13.7588 -5.4599 6.2593 -0.11
H -8.3308 -11.6035 23.1994 0.11
C -16.9960 -8.9647 20.9131 -0.13
C -4.6110 -15.1127 12.1550 -0.10
C -4.4816 -15.5248 10.8706 -0.11
C -8.2421 -6.4430 20.3163 -0.08
C -2.2630 -14.5336 12.2000 -0.10
H -5.2778 -13.3981 25.5417 0.10
H -17.2791 -10.5552 6.3769 0.10
C -16.7191 -10.1152 20.2184 -0.08
C -5.9555 -19.3624 17.4075 -0.11
H -6.1136 -12.6745 23.4396 0.10
C -12.0645 -11.0854 12.7330 -0.09
H -14.7647 -5.7950 6.4647 0.10
N -6.1650 -20.4180 18.3370 -0.01
C -18.4041 -17.4361 11.6702 -0.06
H -15.9633 -10.7772 20.6147 0.09
O -19.0974 -17.3792 14.6902 0.11
H -10.2492 -10.1444 12.4078 0.10
H -9.5963 -11.0797 25.2917 0.10
C -10.2806 -11.1925 14.3472 -0.11
C -19.3193 -10.2057 5.4990 -0.12
C -6.6331 -18.2973 17.9179 -0.16
C -18.5836 -18.8157 12.3078 -0.20
C -7.2840 -5.9563 21.1815 -0.13
H -9.2321 -10.9762 14.4894 0.10
C -12.8351 -11.9346 13.5482 -0.09
C -13.3800 -5.2726 4.9175 -0.10
H -1.3535 -14.1993 12.6769 0.10
H -8.1352 -7.2597 19.6178 0.09
H -6.6687 -13.2058 27.5131 0.10
C -7.4881 -4.8893 22.0197 -0.10
C -3.4977 -14.5953 12.8162 -0.10
H -18.9745 -9.8188 4.5514 0.10
H -13.0786 -5.5838 8.2915 0.10
H -10.6806 -12.2605 16.1881 0.10
H -17.6317 -17.5922 10.9171 0.08
H -19.3104 -17.0967 11.1687 0.09
C -2.1143 -15.0948 10.9348 -0.10
H -5.5700 -14.8978 12.6029 0.10
C -17.5654 -10.4949 19.1129 -0.07
C -18.3579 -10.6034 6.3863 -0.08
C -8.7327 -4.2291 22.0918 -0.09
C -8.0056 -11.8922 24.1880 -0.10
H -18.1228 -11.4070 8.3242 0.09
H -8.7961 -11.8779 27.4078 0.10
C -3.2338 -15.5080 10.2398 -0.09
H -21.4005 -10.1434 4.9305 0.09
H -19.5236 -7.7006 19.2206 0.10
C -21.5403 -18.1253 14.4869 -0.52
H -18.7466 -19.6221 11.5928 0.13
H -18.0692 -16.6950 12.3960 0.07
H -11.6707 -4.8542 3.6030 0.09
H -18.1933 -7.2564 21.1166 0.11
C -9.7488 -4.7609 21.3234 -0.11
H -5.4601 -19.6918 16.5061 0.10
C -11.4869 -5.3031 6.9520 -0.09
H -10.7940 -4.4984 21.3947 0.09
C -6.8341 -19.9144 19.4425 -0.13
H -22.1619 -11.4044 7.0427 0.10
C -8.6512 -11.5984 25.3564 -0.10
H -7.1292 -20.5641 20.2531 0.10
```

Output
LUMO in Ha: 0.0201
HOMO level in eV: -8.3
Frontier orbital gap in eV: 8.80

---

Below is a molecular structure, C50H53BrN5O2PTeTi, with properties calculated with wB97M-V/def2-TZVPD.

Geometry as XYZ:
```
114
Properties=species:S:1:pos:R:3:lowdin_spin:R:1
H -2.1282 -1.7214 5.6076 0.00
H 0.8254 3.2322 -4.5965 0.00
H -1.2019 2.4330 -2.7972 0.00
C -3.5581 -4.3623 -1.1077 0.00
C -3.4788 -4.7579 0.2191 0.00
C 1.2672 -3.5685 -0.6574 0.00
H -1.8814 -0.5184 3.0983 0.00
C 2.4887 -0.5829 3.5346 0.00
H -1.0219 4.0881 2.6062 0.00
C 3.0531 3.5222 0.7812 0.00
C 0.4579 -2.0036 3.3256 0.00
C 0.7598 3.1724 4.1934 0.00
C -1.0922 -1.2762 -3.0801 0.00
H 1.4083 2.4920 -7.2285 0.00
C -3.5383 -1.6778 3.0074 0.29
H 3.5452 -2.8523 -3.6850 0.00
C -0.2161 -1.6434 4.6505 0.00
Ti -0.7148 0.8074 0.2734 0.92
C 3.3622 1.2241 -4.7689 0.00
H -1.0024 -2.2222 -3.6121 0.00
C 2.9132 -3.0553 -2.8297 0.00
H -0.0934 -0.5783 4.8593 0.00
C -1.7923 -2.7507 -0.7634 0.00
C -3.2879 0.8515 -1.2375 0.03
H -0.4646 -0.5349 -3.5696 0.00
H 2.7191 4.5225 5.8164 0.00
H 4.1083 -4.6933 -2.1264 0.00
C -5.1878 -0.5799 -0.7241 0.20
H 5.6926 0.8745 0.0980 0.00
H -3.9582 1.2331 -2.0106 0.00
C 0.3006 2.4581 3.0942 0.00
C -7.2583 -1.9144 -0.2559 -0.01
H -2.9895 3.2544 0.3474 0.00
H 1.4882 3.7821 6.8299 0.00
C -3.8944 -0.0968 -0.3718 0.01
C -1.7022 -1.9798 4.6336 0.02
H -1.8456 -3.0559 4.4950 0.00
C -2.5637 -4.1446 1.0616 0.00
C 5.3475 2.9777 0.4587 0.00
C -1.7484 -3.1359 0.5755 0.00
H -4.1263 -5.5395 0.5936 0.00
H -4.2738 -4.8303 -1.7708 0.00
H 1.5424 -1.4953 -3.3169 0.00
O -2.1362 0.0070 1.2111 0.01
C 2.2525 1.8004 -5.3800 0.00
H -1.7632 4.6932 -1.5193 0.00
H 0.6325 -3.8030 0.1856 0.00
H -2.1261 -0.9338 -3.1104 0.00
H -5.6073 -0.2969 -1.6827 0.01
H -2.8672 2.8631 -2.4443 0.00
C 3.6170 1.3705 0.3753 0.00
P -0.5762 -1.4991 -1.3434 0.01
H 2.6419 -5.1396 -0.1844 0.00
H -7.7039 -2.4999 0.5459 0.00
C 1.8308 2.7485 4.9819 0.00
C 0.8526 1.1943 2.7831 0.00
C -4.0709 -1.2425 1.7876 0.03
H 0.1466 1.6394 -4.9388 0.00
N 1.9028 -1.7195 3.3520 0.00
C -1.9125 2.5971 -1.9865 0.00
H 4.1470 1.6193 -2.7948 0.00
N 2.6712 2.2524 0.6087 0.00
H -7.1882 -2.5469 -1.1419 0.00
Br 3.0453 -0.4353 0.0857 0.00
H -1.0741 -2.6226 1.2501 0.00
C 0.9275 -2.5459 -1.5396 0.00
H -7.9376 -1.0949 -0.4929 0.00
H 6.3902 3.2572 0.3877 0.00
C 2.4084 -4.3322 -0.8666 0.00
H -1.9717 4.6106 0.8339 0.00
C 1.8909 0.7252 3.6150 0.00
Te 1.4751 1.5807 -2.5691 0.00
H 4.6265 4.9755 0.8313 0.00
H 0.2915 4.1254 4.4200 0.00
C 2.4077 1.5443 4.6370 0.00
H -4.0858 -2.4222 3.5730 0.02
H -2.4965 -4.4452 2.1001 0.00
C -2.7145 -3.3765 -1.6003 0.00
H 0.3564 -3.0701 3.1295 0.00
C 3.3921 0.9988 -3.2759 0.00
N -1.1151 2.7044 1.1113 0.00
C 3.2326 -4.0822 -1.9538 0.00
H -2.7863 -3.1145 -2.6462 0.00
C 4.4783 1.1101 -6.9030 0.00
H 5.3309 0.4196 -5.0657 0.00
N -2.3666 -1.2668 3.5634 0.18
C 4.3709 3.9328 0.7076 0.00
C -1.9664 3.6357 0.3445 0.00
C -3.3351 -0.4286 0.8715 0.03
O 0.4696 0.5374 1.7229 0.01
N -2.0856 1.3682 -1.1951 -0.01
H -5.9041 -2.3254 2.0588 0.01
H 3.0845 3.0442 6.7071 0.00
C -1.4357 3.7497 -1.0840 0.00
C 4.4699 0.8748 -5.5407 0.00
H -0.3426 3.7706 -1.0427 0.00
C 2.2700 2.0388 -6.7535 0.00
H 5.3432 0.8377 -7.4925 0.00
H 0.0235 -1.4538 2.4945 0.00
C -0.6840 3.1159 2.2414 0.02
H 2.5101 -2.5287 3.3219 0.00
H 2.2590 4.2346 0.9745 0.00
C 2.3112 3.5670 6.1483 0.00
H 3.5521 -0.6511 3.7482 0.00
C 4.9719 1.6546 0.2954 0.00
C -5.3463 -1.7011 1.3700 0.18
C 1.0289 2.1629 -4.5694 0.00
C -5.9021 -1.3905 0.1348 0.01
H 3.5853 -0.0413 -3.0149 0.00
C 3.3761 1.7008 -7.5109 0.00
H 0.2595 -2.1912 5.4659 0.00
C 1.7740 -2.2921 -2.6212 0.00
H 3.2531 1.1816 5.2130 0.00
H 3.3813 1.8960 -8.5746 0.00
```

Output
LUMO (spin up / spin down) in Ha: -0.2133 / -0.2126
Relative energy (zero: lowest compared OMol25 entry of this formula, charge and spin) in kJ/mol: 22.31
HOMO level (spin up / spin down) in eV: -9.9 / -12.2
Multiplicity: 3
Frontier orbital gap (spin up / spin down) in eV: 4.12 / 6.46
Net charge: +2
<S²>: 2.056

---

Number 1: maximum force 0.0882 hartree/bohr, E -2441.14349 a.u.. Number 2: maximum force 0.0245 hartree/bohr, E -6393.85225 a.u..